DFT (wB97M-V/def2-TZVPD) results for 2 unconnected molecules or ions with the total composition C5H13NO2 in a non-equilibrium geometry.

Spin multiplicity ... 1
Energy above the lowest of the compared OMol25 structures with the same formula, charge and spin ... 23.7 kcal per mole
E_HOMO ... -0.36315 Ha
Structure (SMILES) ... CC[C@@H](C)NC=O.O

Structure (XYZ):
```
21
Properties=species:S:1:pos:R:3:forces:R:3:lowdin_charge:R:1
C 1.929223 -0.767256 0.985871 0.05 -0.36 0.05 -0.355
N 1.800478 0.452903 0.400130 0.30 -1.47 0.87 0.049
C -1.959029 0.951261 -0.175391 -0.56 -0.41 0.47 -0.108
C -0.659934 0.359767 0.400505 -1.32 -0.08 -0.19 -0.235
C 0.596100 0.798803 -0.320749 0.01 1.53 -0.01 -0.366
C 0.569558 2.333720 -0.398446 -0.15 0.04 -0.73 -0.056
O 1.177021 -1.702835 0.827003 -0.10 -0.14 0.05 0.016
H 2.783057 -0.866049 1.680158 0.18 0.25 -0.24 0.130
H 2.671484 0.951604 0.382003 -0.29 0.73 -0.23 0.130
H -1.918105 1.117207 -1.255444 -0.14 0.07 0.15 0.078
H -2.715996 0.191820 0.047481 -0.12 0.10 -0.49 0.065
H -2.358495 1.820524 0.364998 0.58 0.20 -0.44 0.076
H -0.693260 0.596561 1.454972 0.67 0.21 0.40 0.121
H -0.818952 -0.704425 0.358663 0.51 -0.35 -0.09 0.070
H 0.585910 0.367096 -1.323230 0.12 -0.08 -0.11 0.149
H 1.516945 2.790044 -0.674345 0.26 -0.18 -0.05 0.074
H 0.274051 2.736076 0.553850 -0.04 0.17 0.56 0.081
H -0.158041 2.700328 -1.124923 0.00 -0.19 0.01 0.077
H -2.234768 -2.619696 -0.274603 0.31 0.19 -0.22 0.033
H -2.018536 -1.942462 -1.676868 0.30 0.06 0.27 0.026
O -2.592211 -2.510364 -1.161078 -0.58 -0.28 -0.04 -0.054
```
Forces are in eV/Å.

***

DFT (wB97M-V/def2-TZVPD) results for a single CH3NO2P2 molecule in a non-equilibrium geometry.

Spin multiplicity ... 3
Energy above the lowest of the compared OMol25 structures with the same formula, charge and spin ... 8.8 kcal per mole
E_HOMO (spin up / spin down) ... -0.22895 / -0.37408 Ha
⟨S²⟩ ... 2.03

Structure (XYZ):
```
9
Properties=species:S:1:pos:R:3:forces:R:3:lowdin_charge:R:1
C -0.096258 -1.323325 -0.138078 3.45 3.52 0.19 -0.277
N 0.834125 -0.373218 -0.228091 -0.68 -2.93 0.81 -0.243
O 3.094957 1.207917 -0.016326 0.44 4.17 0.26 -0.593
O -1.751886 0.726779 0.232787 0.41 0.31 -0.69 -0.366
P 2.885822 -0.197885 -0.093201 -1.40 -4.54 -0.49 0.691
P -1.820713 -0.902774 0.193419 -0.53 -0.64 1.44 0.797
H 0.578465 0.557607 0.107431 -0.38 0.10 -0.27 0.036
H -1.894089 1.128252 1.068687 -0.26 0.46 1.30 0.030
H -1.830426 -0.823356 -1.126629 -1.04 -0.43 -2.54 -0.075
```
Forces are in eV/Å.

***

DFT (wB97M-V/def2-TZVPD) results for a molecular structure, C45H88F3MgNO31 in a non-equilibrium geometry.

Spin multiplicity ... 1
Energy above the lowest of the compared OMol25 structures with the same formula, charge and spin ... 0.0 kcal per mole
E_HOMO ... -0.33094 Ha

Structure (XYZ):
```
169
Properties=species:S:1:pos:R:3:forces:R:3:lowdin_charge:R:1
Mg 1.753067 0.801793 1.690679 0.20 0.02 -0.87 0.649
N 1.384967 0.573063 4.202366 1.04 -0.30 -0.81 -0.479
O 0.670322 0.046981 3.278834 -0.53 0.31 1.49 -0.053
O 1.156220 0.442192 5.399680 0.85 0.07 -1.40 0.052
O 2.395873 1.207914 3.733481 -0.73 -0.43 1.17 -0.051
C 0.327018 -0.018711 -0.513543 -0.92 1.92 -0.13 -0.458
O -0.386242 0.044562 0.730143 0.24 -0.47 -0.53 -0.087
O 1.474546 0.570844 -0.295064 1.68 -0.40 0.08 -0.145
C 0.396266 -1.431176 -1.065708 0.33 -0.81 0.60 -0.499
F -0.789809 -2.078137 -1.078554 0.20 0.18 -0.18 0.142
F 0.847999 -1.408235 -2.336290 -0.07 -0.31 0.32 0.137
F 1.235521 -2.208491 -0.317561 -0.34 0.23 -0.55 0.136
C -1.780885 -0.038371 0.660429 -1.25 0.06 0.49 -0.240
C -2.351295 0.701931 1.848321 0.72 -0.15 0.62 -0.032
H -2.065298 1.754161 1.782622 -0.49 0.05 -0.26 0.065
H -3.426273 0.552859 1.926291 -0.08 0.24 0.03 0.085
H -1.858119 0.376354 2.772193 -0.20 -0.27 -0.10 0.062
H -2.087850 -1.085126 0.645217 -0.06 -0.02 0.11 0.101
H -2.236785 0.444716 -0.213373 0.57 -0.05 -0.34 0.122
H -0.251158 0.572553 -1.254741 -0.49 -0.36 -0.13 0.152
C -0.916170 -5.282308 -4.270123 -0.78 -0.25 -0.28 -0.159
C -1.963253 -5.025653 -5.361246 -0.42 -0.20 0.43 -0.175
C -1.932578 -3.504725 -5.405716 0.05 -0.81 -0.35 -0.218
O -0.540540 -3.247744 -5.387627 0.28 0.89 -0.10 -0.172
C 0.167168 -4.267046 -4.656651 -1.38 -0.53 -0.30 -0.177
H -0.627340 -6.333317 -4.273545 0.40 0.15 0.13 0.112
H -1.427811 -5.070997 -3.326026 0.45 0.10 0.15 0.111
H -2.934175 -5.469555 -5.124116 0.03 0.17 0.06 0.112
H -1.642625 -5.452443 -6.314792 0.05 0.20 -0.06 0.115
H -2.427502 -3.034014 -4.549189 -0.08 -0.12 0.09 0.118
H -2.391338 -3.133558 -6.321996 0.27 0.30 -0.05 0.119
H 0.643837 -3.814290 -3.792836 0.49 -0.10 -0.18 0.101
H 0.804587 -4.752422 -5.396403 0.63 0.17 0.47 0.121
C -2.832476 0.793572 5.579730 0.17 0.53 -0.71 -0.158
C -1.497118 0.836914 6.320716 -0.87 -0.05 -0.51 -0.169
C -1.524025 2.244658 6.904696 0.24 -0.74 0.67 -0.200
O -2.437437 3.001587 6.128421 0.52 0.68 -0.59 -0.125
C -2.918725 2.221358 5.040478 -1.14 -0.58 0.59 -0.185
H -3.654650 0.648394 6.276706 -0.09 -0.14 0.07 0.111
H -2.868121 0.047852 4.789192 -0.22 0.31 0.28 0.064
H -0.663988 0.743014 5.621940 -0.59 -0.10 0.30 0.058
H -1.470663 0.012119 7.030020 0.39 0.20 0.33 0.123
H -0.498797 2.630387 6.904357 -0.21 0.46 -0.06 0.109
H -1.895974 2.238696 7.934231 0.11 0.10 0.00 0.120
H -2.430853 2.357421 4.070129 0.53 0.15 0.29 0.094
H -3.964198 2.505304 4.899432 0.01 0.13 -0.10 0.122
C -5.362309 3.908289 -1.632662 0.13 1.50 0.23 -0.157
C -4.464039 3.341232 -2.731723 -0.09 -0.72 -0.12 -0.158
C -3.146796 3.122247 -1.982711 -0.34 -0.61 -0.28 -0.207
O -3.533367 2.744111 -0.666149 0.23 0.08 0.05 -0.172
C -4.794382 3.330785 -0.329071 0.21 -0.15 0.04 -0.184
H -6.434848 3.745194 -1.720024 0.08 -0.37 -0.26 0.108
H -5.261028 5.004396 -1.630765 0.07 -0.19 0.12 0.112
H -4.289695 3.952529 -3.616039 -0.32 0.32 0.14 0.110
H -4.924499 2.412830 -3.087766 0.43 -0.13 0.08 0.114
H -2.521610 4.027510 -2.063805 -0.19 0.03 0.52 0.113
H -2.527964 2.300636 -2.353685 -0.13 0.04 -0.17 0.113
H -4.609785 4.057831 0.471455 -0.23 0.23 -0.27 0.108
H -5.449623 2.568365 0.102821 0.19 -0.14 -0.14 0.120
C -1.527733 1.005606 -5.620080 -0.36 0.18 -0.74 -0.166
C -0.425089 0.021433 -5.264672 0.54 0.68 1.53 -0.144
C 0.542472 0.915629 -4.436196 -0.84 0.97 -0.84 -0.159
O 0.302559 2.283376 -4.897863 -0.36 -0.41 -0.02 -0.173
C -0.739758 2.271907 -5.897255 0.64 0.64 0.25 -0.197
H -2.233422 1.174791 -4.800314 0.39 -0.02 0.32 0.104
H -2.196551 0.702390 -6.432031 0.43 -0.06 -0.24 0.114
H 0.180955 -0.336406 -6.092015 -0.61 -0.37 -0.33 0.112
H -0.797971 -0.757487 -4.603141 0.20 -0.45 -0.46 0.097
H 1.589465 0.708068 -4.654659 -0.06 -0.25 0.36 0.104
H 0.300541 0.914228 -3.369711 0.32 -0.25 -0.07 0.091
H -0.238123 2.328202 -6.878787 -0.38 -0.42 0.05 0.121
H -1.309818 3.204035 -5.797677 0.00 -0.22 0.13 0.115
C 3.733702 -3.704484 -1.203323 0.00 -0.58 -0.28 -0.153
C 5.021783 -3.860888 -2.026978 0.47 0.44 -0.49 -0.144
C 4.645546 -4.778009 -3.187818 -1.26 -0.65 0.18 -0.154
O 3.192872 -4.783790 -3.194109 0.07 0.36 -0.72 -0.167
C 2.769071 -4.698365 -1.854483 0.12 -0.13 0.73 -0.200
H 3.334681 -2.707578 -1.387152 -0.06 -0.07 0.17 0.081
H 3.881997 -3.831020 -0.132270 -0.16 -0.28 -0.39 0.110
H 5.904658 -4.197071 -1.479062 -0.21 -0.15 0.07 0.118
H 5.285209 -2.893986 -2.469720 0.11 -0.04 0.14 0.093
H 4.943432 -5.828869 -3.071007 0.33 0.22 0.18 0.120
H 4.965327 -4.436090 -4.169399 0.05 0.08 0.01 0.117
H 2.762583 -5.711621 -1.425740 0.35 0.14 0.27 0.125
H 1.748388 -4.330426 -1.726507 -0.04 -0.02 -0.66 0.105
C -3.664922 -6.089417 4.534872 -0.32 0.04 -0.58 -0.026
O -3.005089 -5.007861 5.186530 -1.03 -2.00 1.26 0.032
C -2.500185 -4.069054 4.445103 0.10 -0.73 -0.44 -0.715
O -2.333590 -4.121338 3.269812 1.02 -0.69 -1.69 0.107
O -2.189007 -3.100788 5.224137 0.69 2.51 0.88 0.063
C -1.694545 -1.926726 4.536538 0.45 -0.98 -0.30 0.009
H -4.657901 -5.751458 4.216074 0.14 -0.09 0.04 0.100
H -3.776285 -6.906205 5.238636 0.10 0.13 0.25 0.090
H -3.130214 -6.451463 3.653663 0.13 0.22 0.15 0.096
H -0.879201 -2.219684 3.878536 0.29 0.06 0.25 0.088
H -1.375652 -1.273504 5.334415 0.03 0.09 -0.32 0.076
H -2.444696 -1.532206 3.849626 0.08 0.04 0.53 0.073
C 1.940426 -2.818502 3.352853 -1.36 0.69 0.95 -0.017
O 3.033642 -3.008721 2.503520 0.04 -2.01 0.75 0.080
C 3.339814 -1.988308 1.788203 0.96 -0.66 -0.20 -0.647
O 2.764704 -0.952875 1.773282 -0.99 2.10 0.10 0.106
O 4.398923 -2.286173 1.104255 1.52 0.50 -0.51 0.027
C 4.927538 -1.273195 0.246894 0.15 0.15 -0.82 0.015
H 2.173838 -2.052477 4.094932 -0.01 0.00 -0.03 0.105
H 1.666955 -3.719523 3.889186 0.40 -0.36 -0.29 0.108
H 1.085992 -2.477063 2.775629 -0.13 0.01 0.01 0.090
H 5.867753 -0.889447 0.636084 -0.05 -0.04 0.26 0.116
H 4.219732 -0.462634 0.074795 -0.04 -0.15 0.28 0.080
H 5.118662 -1.749377 -0.716155 0.11 0.08 0.27 0.067
C 2.712207 -2.740231 -6.065025 -1.42 1.42 0.24 -0.023
O 3.879374 -1.939486 -6.258132 0.07 -1.24 -1.28 0.043
C 4.275412 -1.181829 -5.286185 -1.07 -0.32 1.28 -0.672
O 5.274181 -0.570108 -5.282626 2.47 1.62 -0.19 0.172
O 3.415500 -1.210906 -4.268166 -1.26 -0.75 0.49 -0.025
C 3.613671 -0.412903 -3.143946 0.63 1.39 0.95 -0.080
H 1.900142 -2.043349 -5.815430 -0.07 -0.29 -0.14 0.084
H 2.752505 -3.397838 -5.200349 0.50 -0.44 -0.36 0.073
H 2.457989 -3.146513 -7.032890 0.28 -0.59 0.02 0.105
H 2.931587 -0.673885 -2.334587 -0.03 -0.33 -0.42 0.075
H 3.416752 0.646490 -3.358346 0.03 -0.20 -0.22 0.097
H 4.632472 -0.446144 -2.743272 0.03 -0.31 -0.37 0.088
C -1.686395 4.575604 1.002493 -1.29 0.69 0.81 -0.017
O -0.643957 3.645181 0.857497 -0.98 0.53 -3.06 0.067
C 0.073497 3.346576 1.859448 -4.22 2.42 1.07 -0.712
O 0.967997 2.641772 1.805967 6.25 -4.36 -0.77 0.161
O -0.391665 3.816627 2.966809 -0.75 1.57 1.87 0.049
C 0.404416 3.672706 4.117338 1.46 -0.33 1.17 0.003
H -2.444262 4.164926 1.673457 0.04 0.05 0.04 0.099
H -2.191321 4.763174 0.066511 0.43 -0.25 -0.42 0.082
H -1.341088 5.520189 1.418323 0.21 -0.05 -0.04 0.114
H 0.266789 4.533477 4.758210 -0.63 -0.05 0.14 0.112
H 1.487830 3.634745 3.955396 -0.27 0.17 -0.78 0.091
H 0.242225 2.725953 4.631983 -0.68 0.21 0.07 0.081
C 2.767374 7.914727 -1.476721 0.15 0.56 1.35 -0.050
O 2.593074 6.711430 -2.189834 0.77 1.45 -1.10 0.033
C 1.932055 5.767804 -1.589474 0.25 -0.57 -0.34 -0.705
O 1.566814 5.776152 -0.464579 -0.93 0.34 2.58 0.147
O 1.785711 4.783256 -2.416726 -0.32 -1.50 -1.21 0.037
C 1.129605 3.605347 -1.901546 -0.48 0.38 0.04 0.004
H 3.333486 8.593579 -2.099495 -0.07 0.00 -0.24 0.092
H 3.309772 7.772796 -0.531647 0.14 -0.30 -0.34 0.099
H 1.829432 8.367793 -1.138920 -0.12 -0.14 -0.53 0.099
H 1.148096 2.905455 -2.728575 0.28 -0.19 0.22 0.075
H 0.080353 3.810778 -1.670564 0.10 0.21 -0.07 0.090
H 1.584506 3.286443 -0.965891 0.20 -0.29 -0.25 0.084
C 4.437487 2.015212 -1.281923 -0.47 -0.85 -1.17 -0.028
O 5.159657 2.436189 -0.142696 0.84 0.37 -0.79 0.063
C 4.512892 2.427637 0.994977 2.53 1.75 -0.97 -0.638
O 3.554593 1.810587 1.232495 -3.63 -2.51 0.79 0.125
O 5.111431 3.226696 1.827662 0.56 1.00 0.62 0.070
C 4.549550 3.232873 3.126851 -0.36 -0.99 1.40 -0.019
H 3.717611 1.229923 -1.036312 -0.15 0.36 0.08 0.064
H 5.105548 1.600524 -2.039927 0.42 0.16 0.48 0.099
H 3.940286 2.846082 -1.785289 -0.12 0.16 0.41 0.104
H 4.813437 2.297563 3.637861 0.21 0.23 -0.05 0.108
H 3.458453 3.207432 3.169325 0.16 0.40 -0.57 0.065
H 4.930650 4.068135 3.696416 0.23 0.23 -0.26 0.101
C -4.199645 -2.864452 1.636224 -0.26 0.23 -0.93 -0.017
O -4.214895 -2.687489 3.039786 -0.37 -0.23 -0.16 -0.031
C -4.917083 -1.676696 3.501977 -0.39 0.07 0.29 -0.672
O -5.496905 -0.850173 2.878498 -0.97 1.12 -1.31 0.150
O -4.845368 -1.704190 4.804225 0.54 -1.47 1.97 -0.010
C -5.802401 -1.105512 5.669214 0.17 1.41 -0.98 -0.018
H -3.971314 -1.926784 1.130169 -0.01 -0.01 0.07 0.082
H -5.172874 -3.203488 1.278473 -0.08 0.03 0.13 0.105
H -3.453878 -3.609198 1.387453 0.09 0.03 0.30 0.093
H -6.801303 -1.525715 5.560238 0.14 -0.26 -0.01 0.101
H -5.842075 -0.043020 5.396652 -0.26 -0.11 0.27 0.094
H -5.406837 -1.198332 6.672611 -0.06 -0.22 0.05 0.097
```
Forces are in eV/Å.